# 1
# C3H4O

C3H4O in the gas phase (ωB97M-V with the def2-TZVPD basis set, OMol25).

Values from the calculation:
ΔE to the lowest compared entry with this formula, charge and spin: 110.6 kcal per mole
2S+1: 1
Orbital gap (alpha / beta): 8.669 / 8.535 eV

Each line ends with the Löwdin charge.
Cartesian coordinates (Å):
1 C 0.12 0.17 -0.81  -0.121
2 C 1.14 -0.40 -1.37  -0.033
3 C -1.06 0.43 1.47  0.039
4 O -0.31 0.54 0.38  -0.059
5 H 1.33 -0.66 -2.42  0.055
6 H 1.85 -0.98 -0.78  0.053
7 H -1.36 1.27 1.89  0.015
8 H -1.71 -0.37 1.65  0.051

---

# 2
# C3H4O

A 2-piece molecular cluster, C3H4O overall (ωB97M-V with the def2-TZVPD basis set, OMol25).

Values from the calculation:
ΔE to the lowest compared entry with this formula, charge and spin: 61.1 kcal per mole
Structure (SMILES): C#C.C=O
2S+1: 1
Orbital gap: 10.839 eV

Each line ends with the Löwdin charge.
Cartesian coordinates (Å):
1 C 1.30 -0.04 -1.34  0.027
2 C 0.16 -0.53 -1.31  0.023
3 C -0.82 0.40 1.35  -0.188
4 O -1.46 -0.58 1.23  0.005
5 H 2.28 0.02 -1.67  0.005
6 H -0.76 -0.89 -1.26  -0.013
7 H -0.03 0.73 0.62  0.043
8 H -0.66 0.89 2.39  0.097

---

# 3
# C3H4O2

C3H4O2 in the gas phase (ωB97M-V with the def2-TZVPD basis set, OMol25).

Values from the calculation:
ΔE to the lowest compared entry with this formula, charge and spin: 135.3 kcal per mole
Structure (SMILES): CC#COO
2S+1: 1
Orbital gap: 10.065 eV

Each line ends with the Löwdin charge.
Cartesian coordinates (Å):
1 C -0.47 -0.27 0.28  -0.086
2 C 0.74 -0.41 0.37  -0.041
3 C -1.80 0.14 -0.03  -0.112
4 O 2.80 -0.26 -0.57  -0.052
5 O 2.10 -0.76 0.58  -0.082
6 H -2.60 -0.60 -0.26  0.096
7 H -2.31 0.62 0.80  0.075
8 H -1.56 0.85 -0.76  0.065
9 H 3.09 0.70 -0.41  0.136

---

# 4
# C3H4O2

C3H4O2 in the gas phase (ωB97M-V with the def2-TZVPD basis set, OMol25).

Values from the calculation:
ΔE to the lowest compared entry with this formula, charge and spin: 100.6 kcal per mole
Structure (SMILES): O[C@@]12C[C@@H]1O2
2S+1: 1
Orbital gap: 9.713 eV

Each line ends with the Löwdin charge.
Cartesian coordinates (Å):
1 C 0.60 -0.14 0.26  0.034
2 C 0.09 1.04 -0.62  -0.233
3 C -0.86 0.13 -0.08  -0.402
4 O -0.68 1.69 0.34  -0.031
5 O -1.91 -0.61 -0.09  0.162
6 H 0.99 -0.95 -0.43  0.128
7 H 0.97 0.04 1.22  0.078
8 H 0.17 1.59 -1.57  0.151
9 H -2.01 -0.77 0.83  0.112

---

| no. | strongest force on any atom (eV/Å) |
| --- | --- |
| 1 | 4.5 |
| 2 | 6.9 |
| 3 | 3.8 |
| 4 | 5.0 |